Record 1
C28H29F4N6OS2Tc | ωB97M-V/def2-TZVPD

Positions of all 71 atoms, in Å:
Tc1 8.32493 13.08628 7.80421
S1 10.29134 15.80107 8.90232
S2 14.33393 11.10579 11.77554
F1 9.37450 10.19446 8.42965
F2 5.15257 9.36925 6.84756
F3 10.45716 8.17978 6.96496
F4 6.00415 6.97376 5.86721
O1 8.94667 15.06665 8.46702
N1 12.86238 11.67315 12.28476
N2 6.84357 14.40240 6.84060
N3 14.12477 11.28214 10.10829
N4 10.23126 12.54477 7.55189
N5 7.21109 11.59050 7.06986
N6 8.88324 12.74244 9.70253
C1 9.12120 8.50997 6.83905
C2 12.93989 11.88403 9.94653
C3 12.09432 11.86880 6.24064
C4 8.22056 7.63824 6.15998
C5 10.23958 12.49635 9.87545
C6 10.01669 16.32225 10.63688
C7 8.52923 12.63546 12.05416
C8 5.66791 14.74900 7.81622
C9 9.91414 12.52139 12.28338
C10 10.08423 18.50724 9.52085
C11 7.42000 15.59563 6.11409
C12 10.30170 17.58472 8.30133
C13 6.00007 12.11404 6.36820
C14 6.49330 9.20521 6.62295
C15 7.38515 10.23117 7.06995
C16 10.75706 12.35659 11.12319
C17 6.30206 13.47823 5.81863
C18 6.87199 7.93668 6.21890
C19 12.18314 12.05311 11.16824
C20 10.95626 12.36715 8.68444
C21 12.89244 11.83526 7.39100
C22 12.29110 12.09987 8.64220
C23 6.15308 15.58742 9.03368
C24 10.79521 12.26242 6.37658
C25 10.48273 17.79182 10.77869
C26 8.06886 12.65000 10.75909
C27 8.62757 9.63193 7.45578
C28 8.62399 15.22875 5.28850
H1 6.43493 15.03784 9.92304
H2 8.50927 14.24307 4.85654
H3 11.58579 17.82502 10.90445
H4 7.76914 12.70509 12.86425
H5 5.25396 13.81220 8.19812
H6 10.73580 15.69443 11.23568
H7 5.39846 13.85114 5.32240
H8 6.60006 15.99335 5.52040
H9 4.89041 15.25374 7.22491
H10 5.11623 12.13376 7.07640
H11 9.00387 18.75404 9.54644
H12 10.10009 12.28718 5.53473
H13 9.71146 17.78390 7.42662
H14 11.36698 17.64206 8.03618
H15 10.40383 12.64613 13.24031
H16 8.96651 16.17469 10.97808
H17 13.91770 11.55787 7.33685
H18 6.97634 13.36284 4.99033
H19 7.00150 12.69647 10.56160
H20 10.04467 18.08781 11.75979
H21 5.70822 11.45872 5.51845
H22 7.73718 16.39809 6.80355
H23 10.70111 19.39858 9.33720
H24 9.56810 15.33734 5.83555
H25 6.96713 16.23406 8.84364
H26 8.56240 6.86546 5.54123
H27 5.31526 16.25926 9.34611
H28 8.64128 15.92711 4.41094
H29 12.43764 11.60117 5.25691

Force components x, y, z for each atom (eV/Å):
Tc -2.3 1.6 -1.2
S -1.5 0.3 0.0
S -1.8 0.7 -1.6
F 0.0 0.4 -0.6
F 1.1 0.5 -0.9
F -2.1 0.6 0.0
F 0.4 1.4 0.2
O 0.9 0.0 -0.2
N 0.3 0.1 -2.1
N -0.9 -0.6 0.5
N -0.5 0.9 1.8
N 1.5 -0.7 -0.3
N 0.1 1.4 0.7
N 0.7 -1.7 1.9
C 0.3 -1.8 -0.5
C 0.1 -1.0 0.5
C 1.1 0.0 0.8
C 0.9 2.2 0.8
C -2.9 0.7 0.7
C 1.2 -0.6 0.9
C 0.9 -0.4 1.8
C 1.5 0.5 0.4
C -0.5 0.4 -1.6
C -1.3 0.4 -0.8
C -0.2 0.4 0.9
C 1.5 -0.5 1.2
C -1.2 -0.6 0.5
C -2.5 0.3 0.8
C 0.9 -2.2 0.2
C 0.7 0.2 2.1
C -0.9 -0.2 -0.5
C 0.3 -0.6 -0.2
C 1.3 -0.8 0.9
C 0.2 0.9 -1.4
C -1.2 0.1 -0.4
C 1.6 -0.9 0.2
C -2.1 0.5 -0.1
C -1.5 0.1 -0.5
C 0.6 -1.1 0.8
C -0.2 0.7 -1.0
C 0.6 0.6 0.0
C 0.1 0.9 -1.1
H -0.1 -0.6 0.0
H 0.4 -0.2 -0.1
H -0.6 -0.1 0.0
H 0.9 -0.1 -0.6
H 0.1 0.1 -0.3
H -1.1 0.3 -0.4
H -0.1 0.3 0.4
H 0.0 0.0 -0.2
H 0.3 0.0 0.1
H 1.0 -0.2 -0.7
H 0.6 0.3 0.1
H 0.4 0.1 0.0
H -0.4 -0.2 -0.3
H -0.2 0.0 -0.3
H -0.3 -0.4 0.2
H 0.7 -0.1 -0.7
H 0.7 -0.2 0.0
H 0.6 0.0 -0.1
H 0.1 0.1 0.0
H 0.2 0.5 -1.0
H 0.3 0.3 0.6
H -0.6 -0.6 0.0
H -0.5 -0.1 0.2
H -0.2 -0.2 -0.1
H 0.7 0.6 -0.6
H 0.5 -1.5 -0.3
H 0.5 -0.6 -0.2
H 0.3 -0.6 0.7
H 0.3 0.0 -0.1

Summary:
HOMO level (spin up / spin down): -16.34 / -16.93 eV
multiplicity: 4
total charge: +3
frontier orbital gap (spin up / spin down): 0.1990 / 0.2233 Ha
strongest force on any atom: 0.059 Eh/bohr
calculated total energy: -2763.7133 a.u.


Record 2
C28H29N9OS3Zr | ωB97M-V/def2-TZVPD

Positions of all 71 atoms, in Å:
Zr1 -0.40074 -0.40415 0.50191
S1 -1.32515 1.41899 2.36338
S2 -1.21498 -2.55562 -1.25721
S3 1.72186 0.61163 2.99680
O1 1.26868 -0.22757 1.73851
N1 -2.78152 -0.29003 0.18246
N2 -2.53879 3.63514 1.63119
N3 0.75831 -2.69299 0.34077
N4 -0.78233 1.45207 -0.59168
N5 -1.41852 -1.71495 2.27619
N6 -4.73427 -0.99410 0.83951
N7 -1.37708 2.60000 -0.09581
N8 -3.29457 -2.08592 3.33695
N9 1.29122 -0.04741 -1.13405
C1 1.83172 -3.26500 0.89984
C2 0.13257 3.10199 -3.77185
C3 0.56571 -4.67381 -1.06252
C4 -0.38502 1.54628 -1.85470
C5 2.76832 1.85372 2.22545
C6 4.18464 1.22398 2.04707
C7 2.20915 -4.56405 0.64036
C8 1.51328 -5.33754 -0.33245
C9 4.28646 -0.12400 2.83714
C10 2.92526 -0.84188 -2.72896
C11 -1.67719 2.63628 1.21234
C12 2.10330 -0.42732 -3.81555
C13 0.92655 0.27919 -3.54107
C14 0.60581 0.59087 -2.20962
C15 -4.94992 -0.26923 -0.31320
C16 2.42435 -0.68162 -1.41586
C17 -2.73484 -1.67613 2.21328
C18 -2.16221 3.02590 -2.94713
C19 -0.82636 2.57845 -2.84637
C20 3.09145 -0.34222 3.67379
C21 -2.23070 -2.57179 4.15756
C22 0.05521 -3.41173 -0.54632
C23 -2.50721 3.87668 -3.95427
C24 -1.02743 -2.23651 3.54805
C25 -3.73322 -0.00829 -0.81047
C26 -0.26655 4.17059 -4.58163
C27 -1.56663 4.48223 -4.78682
C28 -3.40703 -1.03356 1.08687
H1 0.43046 4.74772 -5.19877
H2 -1.93455 5.21608 -5.49867
H3 2.41255 2.13938 1.25358
H4 -5.90030 0.06589 -0.63183
H5 3.00615 -1.06875 -0.54383
H6 4.39904 -1.00678 2.19191
H7 -4.33064 -2.03492 3.47523
H8 -2.86613 4.35428 0.99868
H9 -2.70028 3.79174 2.60685
H10 -2.38724 -2.92773 5.16131
H11 -3.59103 4.05273 -4.03065
H12 -3.53602 0.44805 -1.77959
H13 1.74920 -6.39974 -0.39439
H14 2.74020 2.83426 2.83423
H15 -2.88322 2.71644 -2.17611
H16 0.05682 -5.17538 -1.91237
H17 1.13525 2.69323 -3.88586
H18 5.20412 -0.14039 3.44336
H19 2.76684 -1.34097 3.72492
H20 -5.47917 -1.41009 1.37300
H21 3.76890 -1.53197 -2.89714
H22 2.50688 -2.55866 1.42624
H23 4.31592 1.10310 1.00664
H24 4.91577 1.92466 2.50787
H25 2.94389 -5.03351 1.33727
H26 0.22512 0.58588 -4.33156
H27 0.00961 -2.25508 3.89860
H28 2.46791 -0.45337 -4.83771
H29 3.23242 0.05731 4.72691

Force components x, y, z for each atom (eV/Å):
Zr -0.3 -2.4 0.3
S 0.7 -0.8 -0.2
S -1.0 1.5 0.2
S -0.6 0.0 -0.8
O 0.6 0.1 0.9
N 0.4 -1.9 -0.8
N 1.1 -0.6 -0.8
N -0.3 0.2 0.2
N 0.7 2.3 -0.5
N 1.2 0.3 0.0
N -0.5 0.1 0.3
N -0.9 0.2 1.0
N -0.2 -1.3 1.2
N -1.0 1.6 -2.0
C 1.1 0.6 -0.2
C -1.1 0.2 0.7
C -1.8 0.0 0.3
C -1.8 0.9 1.0
C 1.0 1.3 1.3
C -0.2 0.4 2.3
C 0.1 -0.9 1.2
C 0.7 0.9 1.3
C 1.6 -0.2 -1.3
C -1.4 -0.6 -0.6
C -1.5 0.3 -1.7
C 1.0 0.5 1.4
C -0.3 0.1 0.7
C 2.3 -3.0 -0.3
C 0.3 -0.9 0.5
C 0.5 -0.5 0.0
C 0.8 1.1 -0.6
C 0.9 -0.8 1.2
C 1.1 -0.1 -0.5
C -0.4 2.0 1.7
C 0.3 1.4 0.0
C 2.1 -0.8 -1.5
C -1.7 0.2 -0.2
C -2.9 0.3 -1.5
C 1.2 1.4 0.5
C 1.8 -0.1 -1.2
C -2.0 0.1 0.8
C -0.6 1.0 -0.1
H 0.2 -0.6 0.3
H 0.5 -0.1 0.0
H -0.8 -0.2 -0.3
H -0.8 -0.3 -0.4
H -0.7 0.2 -0.8
H 0.0 0.5 -0.3
H 1.7 -0.5 0.4
H 0.3 -0.3 -0.1
H 0.1 -0.1 0.2
H -0.3 -0.1 -0.1
H 0.6 0.3 -0.3
H 0.3 0.1 0.6
H 0.0 0.4 -0.6
H 0.1 -1.7 -0.6
H 0.3 0.1 -0.6
H 0.2 0.6 0.8
H -0.2 0.4 0.5
H -0.4 0.1 -0.1
H -0.5 -1.3 0.2
H 0.1 -0.1 0.1
H -0.2 0.9 0.1
H -0.7 -0.7 0.2
H 0.7 -0.2 -1.0
H -0.3 -0.4 -0.8
H -0.4 0.5 -1.0
H 0.7 0.0 0.4
H -0.7 -0.3 -0.3
H -0.2 -0.6 0.1
H -0.4 -0.4 -1.1

Summary:
HOMO level: -12.46 eV
multiplicity: 1
total charge: +2
frontier orbital gap: 0.2213 Ha
strongest force on any atom: 0.073 Eh/bohr
calculated total energy: -2893.6818 a.u.


Record 3
C28H30B2ClF4N7O8Ti | ωB97M-V/def2-TZVPD

Positions of all 81 atoms, in Å:
Ti1 1.68459 -0.89253 0.31484
Cl1 -1.43892 -1.29422 -1.62723
F1 -0.73542 2.24553 0.95388
F2 -0.08272 2.55476 3.12177
F3 2.87367 -3.92752 2.62088
F4 3.99177 -4.87598 0.80898
O1 1.94648 -3.83423 0.45542
O2 2.01640 -1.80908 -1.37509
O3 3.13920 -0.06040 -0.84316
O4 -3.41907 -0.54356 0.71428
O5 4.00430 -2.57603 1.06227
O6 3.11650 -3.66667 -2.98822
O7 1.51476 1.89564 1.53868
O8 -0.32265 0.39924 2.39114
N1 2.25215 0.76495 1.53781
N2 0.17345 -0.73191 1.85604
N3 0.25443 0.47403 -0.72702
N4 -3.34567 1.25091 -0.76472
N5 3.36791 -1.46015 1.45185
N6 -5.29870 0.69893 0.35201
N7 1.17672 -2.82854 0.91040
C1 -2.09152 1.24826 -1.09586
C2 -4.01951 0.35892 0.18911
C3 -6.47347 4.15519 -0.33954
C4 3.30854 0.70942 2.26079
C5 4.08314 -1.47739 -2.54335
C6 3.76916 1.79515 3.15846
C7 0.26837 -3.06129 1.78402
C8 6.05606 -2.14326 -4.36427
C9 0.64963 1.50231 -1.37021
C10 3.09238 -1.09846 -1.60735
C11 -0.09656 -4.40907 2.27017
C12 4.04128 -2.73341 -3.19784
C13 -5.82255 3.08904 0.26334
C14 -1.58080 2.29681 -1.94308
C15 5.04621 -3.04091 -4.11895
C16 -6.76547 1.59872 -1.38706
C17 -1.37859 -1.82063 3.38649
C18 4.04152 -0.57621 2.09478
C19 -0.33716 -1.81516 2.33404
C20 6.12018 -0.90096 -3.70599
C21 -5.96864 1.81483 -0.27001
C22 -0.25599 2.41345 -2.06914
C23 -7.41611 2.67260 -1.97024
C24 5.42991 -0.81384 2.55169
C25 -1.15933 0.16514 -0.64247
C26 -7.99325 5.11684 -2.10653
C27 -7.28108 3.96456 -1.45932
C28 5.14839 -0.57947 -2.80498
B1 0.09399 1.80218 2.01002
B2 3.23213 -3.87868 1.28609
H1 6.92982 -0.21664 -3.91299
H2 -6.88412 0.59731 -1.78157
H3 -1.18017 -4.50834 2.33538
H4 1.71487 1.70224 -1.38451
H5 2.94736 2.46702 3.38969
H6 -5.80497 0.11583 1.00592
H7 -7.50368 5.39233 -3.04243
H8 -1.16478 -1.04775 4.12296
H9 0.32048 -5.16832 1.61578
H10 5.16678 0.36590 -2.27943
H11 5.82860 0.03196 3.10266
H12 5.00805 -4.00261 -4.61105
H13 5.46291 -1.71329 3.16952
H14 -6.37173 5.14744 0.08089
H15 4.55664 2.37056 2.66394
H16 4.18568 1.37928 4.07477
H17 -2.26688 2.98684 -2.41839
H18 -1.45415 -2.79225 3.86505
H19 0.17944 3.20721 -2.66105
H20 0.32263 -4.55490 3.26952
H21 -8.04893 2.50511 -2.83269
H22 -2.34214 -1.57075 2.93128
H23 6.05794 -1.01839 1.68139
H24 -5.22480 3.23464 1.15573
H25 2.50999 -3.41692 -2.27452
H26 -8.00232 5.99280 -1.46148
H27 -9.02293 4.85291 -2.34494
H28 -1.42171 -0.08072 0.37858
H29 6.82666 -2.40441 -5.07787
H30 -3.93463 2.00803 -1.11774

Force components x, y, z for each atom (eV/Å):
Ti 0.2 0.0 0.4
Cl -0.1 0.0 0.0
F -0.1 0.1 0.1
F 0.0 0.0 0.0
F 0.0 0.0 0.0
F 0.0 0.0 0.0
O 0.0 0.0 0.0
O 0.0 0.0 0.1
O -0.1 0.0 0.0
O 0.0 0.1 0.0
O 0.0 0.0 0.0
O 0.0 0.0 0.0
O 0.0 0.0 0.0
O 0.0 0.0 0.0
N 0.0 -0.1 -0.1
N -0.1 0.0 0.0
N 0.1 -0.1 0.0
N 0.0 0.1 0.0
N -0.1 0.1 -0.2
N 0.0 0.0 0.0
N 0.0 0.1 -0.1
C 0.0 0.0 0.0
C -0.1 -0.1 0.0
C 0.0 0.0 0.0
C 0.0 0.0 0.0
C 0.0 0.0 0.0
C 0.0 0.0 0.0
C 0.0 0.0 0.0
C 0.0 0.0 0.0
C 0.0 0.0 0.0
C 0.0 0.0 -0.1
C 0.0 0.0 0.0
C 0.0 0.0 0.0
C 0.0 0.0 0.0
C 0.0 0.0 0.0
C 0.0 0.0 0.0
C 0.0 0.0 0.0
C 0.0 0.0 0.0
C 0.0 0.0 0.0
C 0.0 0.0 0.0
C 0.0 0.0 0.0
C 0.0 0.0 0.0
C 0.0 0.0 0.0
C 0.0 0.0 0.0
C 0.0 0.0 0.0
C 0.1 0.0 0.0
C 0.0 0.0 0.0
C 0.0 0.0 0.0
C 0.0 0.0 0.0
B 0.0 -0.1 0.1
B 0.0 0.0 0.0
H 0.0 0.0 0.0
H 0.0 0.0 0.0
H 0.0 0.0 0.0
H 0.0 0.0 0.0
H 0.0 0.0 0.0
H 0.0 0.0 0.0
H 0.0 0.0 0.0
H 0.0 0.0 0.0
H 0.0 0.0 0.0
H 0.0 0.0 0.0
H 0.0 0.0 0.0
H 0.0 0.0 0.0
H 0.0 0.0 0.0
H 0.0 0.0 0.0
H 0.0 0.0 0.0
H 0.0 0.0 0.0
H 0.0 0.0 0.0
H 0.0 0.0 0.0
H 0.0 0.0 0.0
H 0.0 0.0 0.0
H 0.0 0.0 0.0
H 0.0 0.0 0.0
H 0.0 0.0 0.0
H 0.0 0.0 0.0
H 0.0 0.0 0.0
H 0.0 0.0 0.0
H 0.0 0.0 0.0
H 0.0 0.0 0.0
H 0.0 0.0 0.0
H 0.0 0.0 0.0

Summary:
HOMO level: -13.48 eV
multiplicity: 1
total charge: +2
frontier orbital gap: 0.1953 Ha
strongest force on any atom: 0.008 Eh/bohr
calculated total energy: -3828.8669 a.u.


Record 4
C28H30BrF9InO26 | ωB97M-V/def2-TZVPD

Positions of all 95 atoms, in Å:
In1 -1.55218 0.45971 1.76141
Br1 -3.71899 -2.39976 2.84106
F1 -2.55256 -8.75555 1.18576
F2 1.32743 2.72227 -4.80371
F3 2.55461 5.42520 -8.01092
F4 1.96250 5.18968 4.43994
F5 -2.00493 -1.61420 -5.33483
F6 7.23687 2.99670 -8.20395
F7 1.54720 -9.45257 8.46610
F8 -0.24602 -0.58658 5.22224
F9 -0.92276 -5.12224 7.24257
O1 1.79604 1.75551 -2.83879
O2 -5.09335 -3.70701 6.67979
O3 -2.51708 2.78328 -4.99835
O4 0.00411 2.47756 -1.66502
O5 -1.19612 3.81859 1.63697
O6 -2.31442 -6.58713 0.67948
O7 1.68588 1.35699 -0.59408
O8 1.27072 -7.47461 5.69596
O9 -2.41618 0.51422 -4.77287
O10 0.72832 6.52373 -7.32319
O11 -2.34784 1.43351 -6.83692
O12 -3.09078 -4.79709 6.78535
O13 0.94387 -1.94424 3.46607
O14 -0.99963 -7.46599 5.41969
O15 -0.02738 -8.74991 7.03709
O16 6.56800 6.29653 -8.77503
O17 0.68796 4.48947 2.73690
O18 6.24896 4.72631 -7.18044
O19 0.93401 6.17321 -5.09947
O20 -5.49985 -0.15450 3.69955
O21 -0.95397 7.16834 -5.92174
O22 5.69931 6.89876 -6.74683
O23 -3.14399 -2.54384 6.95896
O24 -3.14775 -5.69675 2.58286
O25 -1.34206 4.97270 3.60614
O26 -2.62986 -4.33111 0.82283
C1 6.43367 4.06424 -8.41106
C2 -3.18658 -7.10303 2.72010
C3 -2.67930 -0.50449 -5.71089
C4 -0.00469 -7.86200 6.00376
C5 7.11404 5.08529 -9.25739
C6 -2.43175 1.67128 -5.49234
C7 0.48826 0.49087 2.84211
C8 -0.36977 5.37893 4.54825
C9 -0.66090 4.37675 2.58030
C10 1.20544 1.82520 -1.61282
C11 6.13697 6.04590 -7.50111
C12 -1.78210 -4.31480 6.58133
C13 0.86131 5.48934 3.71521
C14 -1.81226 -2.95583 7.19287
C15 -3.87971 -3.68621 6.80024
C16 1.30157 -9.20335 7.16026
C17 -0.12393 2.97372 -2.98236
C18 0.41867 -0.79471 3.90463
C19 -2.20041 -7.55498 1.69789
C20 -4.22683 -0.52115 3.39015
C21 -2.13206 0.04436 -6.98408
C22 2.11015 -8.04768 6.67825
C23 0.14147 6.66276 -6.10132
C24 2.08413 6.25164 -7.05004
C25 -3.10122 0.67649 3.46043
C26 0.77375 2.07032 -3.75678
C27 2.04192 5.56189 -5.72937
C28 -2.69374 -5.44434 1.31731
H1 -1.62154 -2.97219 8.27118
H2 -3.55928 1.76149 3.32426
H3 -0.64563 6.33038 5.01088
H4 -2.90505 -7.40609 3.73217
H5 -1.16641 -7.59145 2.05708
H6 -1.67355 1.77363 0.53383
H7 1.86003 4.48567 -5.81914
H8 -1.05994 -0.14595 -7.10126
H9 2.65455 7.18660 -7.05007
H10 -0.28413 4.61887 5.33207
H11 1.35864 0.39987 2.06515
H12 -1.64133 -1.20425 1.01063
H13 -1.16170 2.92018 -3.32230
H14 0.56378 1.53123 3.41433
H15 2.30530 -7.31013 7.46396
H16 -4.20176 -7.45966 2.51612
H17 3.06433 -8.35953 6.24504
H18 -2.65513 -0.34273 -7.86269
H19 2.95638 5.71599 -5.15024
H20 -2.56575 0.60279 4.51757
H21 1.43391 -10.11919 6.57439
H22 0.29321 1.14903 -4.10295
H23 -1.10167 -2.27167 6.72130
H24 0.20124 4.01915 -3.00960
H25 -3.75433 -0.71221 -5.73703
H26 0.98830 6.46235 3.22875
H27 8.20020 5.09580 -9.11764
H28 5.46497 3.73240 -8.79966
H29 6.89849 4.95428 -10.32123
H30 -1.55039 -4.32026 5.51091

Force components x, y, z for each atom (eV/Å):
In -0.1 -0.5 -0.6
Br -0.7 1.8 0.8
F 0.1 -0.5 -0.2
F 0.3 0.0 -0.7
F 0.3 -0.1 -0.5
F 0.4 0.1 0.1
F -0.1 -0.2 0.1
F 0.0 -0.3 0.0
F 0.0 -0.3 0.2
F 1.5 -0.9 -2.9
F 0.4 -0.4 0.2
O -0.5 -0.2 0.0
O 2.9 0.0 0.5
O 0.3 -2.6 -1.3
O 1.2 -0.7 0.0
O 1.5 1.9 2.7
O 0.1 0.2 0.6
O -1.0 1.2 -2.6
O -1.1 -0.4 0.1
O -0.3 0.7 -0.7
O 0.0 0.3 0.7
O -0.2 0.4 1.0
O -0.2 0.7 -0.2
O -3.9 6.5 4.3
O 2.4 -1.0 1.3
O 0.3 0.2 -0.8
O -0.5 0.0 1.0
O -0.5 0.6 0.2
O -0.3 0.8 -0.5
O -0.7 0.6 -0.7
O 7.7 -3.3 -2.4
O 2.7 -1.3 -0.5
O 1.0 -2.0 -1.8
O -0.7 -0.9 -0.2
O 0.5 0.2 -0.9
O 0.4 -0.2 -0.6
O -0.2 -3.1 1.1
C 0.2 -0.8 0.2
C -0.5 -0.3 1.2
C 0.2 -0.9 0.5
C -2.5 1.5 -1.6
C 0.5 0.1 -1.2
C -0.2 2.9 1.1
C 0.5 -0.2 2.8
C -0.6 0.4 1.0
C -2.0 -2.0 -2.9
C 0.5 -0.9 3.6
C -1.0 2.4 1.8
C 0.3 -0.4 -0.2
C 0.7 -0.3 0.0
C 0.8 1.0 0.1
C -3.3 0.5 -0.3
C -0.1 -0.3 0.7
C -1.2 0.6 0.0
C 3.6 -2.7 -5.0
C 0.1 -0.3 -0.3
C -5.7 5.0 2.5
C 0.2 -0.3 -1.2
C 1.2 0.4 -0.1
C -3.1 1.1 1.0
C 0.2 0.0 -0.4
C -0.4 -0.8 0.6
C 0.2 -0.1 0.1
C 0.9 -0.7 0.7
C -0.1 3.6 -1.2
H 0.0 -0.3 -0.1
H 0.3 -2.6 0.6
H -0.1 -0.1 -0.2
H 0.0 0.3 -0.1
H -0.1 -0.1 -0.1
H 0.0 -0.7 0.5
H 0.1 0.3 -0.3
H -0.1 -0.1 0.2
H 0.0 -0.2 -0.2
H 0.3 0.0 -0.1
H -1.7 -0.3 1.8
H 0.1 0.7 0.3
H 0.2 0.0 0.3
H -0.1 -2.3 -1.0
H -0.1 -0.2 0.1
H 0.2 -0.1 -0.2
H -0.2 0.1 -0.1
H 0.0 0.2 0.1
H -0.2 0.1 0.0
H -1.1 0.0 -2.2
H 0.0 0.0 0.2
H 0.1 0.1 -0.1
H -0.3 0.0 0.0
H 0.2 -0.1 -0.2
H 0.1 -0.1 0.1
H 0.2 -0.1 0.1
H -0.1 -0.2 0.1
H 0.1 -0.1 0.1
H -0.1 0.2 0.2
H 0.1 -0.1 0.1

Summary:
HOMO level: -4.69 eV
multiplicity: 1
total charge: -1
frontier orbital gap: 0.2268 Ha
strongest force on any atom: 0.170 Eh/bohr
calculated total energy: -6704.0770 a.u.